1.
# C35H53N4OP2Tc

C35H53N4OP2Tc as an isolated structure at a distorted geometry (ωB97M-V/def2-TZVPD, OMol25).

The geometry in ORCA input format:
```
! RIJCOSX wB97M-V def2-TZVPD def2/J DEFGRID3
* xyz 3 4
Tc 0.127 0.043 -0.005
P 0.783 2.192 -0.933
P -0.234 -2.365 0.013
O 2.462 0.002 1.936
N -1.080 0.519 1.675
N -1.878 0.062 -1.407
N 1.355 -0.538 -1.694
N -1.567 1.373 3.651
C -0.615 1.253 2.698
C -1.196 1.163 -5.005
C 1.543 0.005 1.151
C 2.817 -2.178 -2.679
C 1.862 -1.805 -1.739
C -3.986 0.956 -5.426
C -1.359 2.040 4.919
C 2.704 4.118 -1.610
C -3.476 0.846 -4.163
C -1.918 3.199 -0.357
C 2.505 -0.099 -3.771
C -2.095 0.876 -3.897
C -1.440 -3.231 -1.210
C -0.794 4.040 -2.399
C 2.488 2.988 -0.564
C -0.117 4.835 -0.101
C -2.411 0.184 1.992
C 1.717 1.825 -2.484
C -0.263 -3.348 1.669
C 1.392 -2.848 -0.684
C -3.138 1.201 -6.505
C -2.027 0.403 -2.565
C -1.743 1.313 -6.285
C 1.758 0.366 -2.678
C 3.578 1.920 -0.779
C -1.314 -4.764 -1.219
C -1.676 -3.320 2.270
C 3.106 -1.315 -3.705
C 0.228 -4.803 1.540
C 0.677 -2.641 2.654
C -2.870 -2.812 -0.840
C -2.699 0.703 3.209
C -0.567 3.634 -0.943
C -1.158 -2.778 -2.651
C 2.595 3.478 0.871
H -0.919 5.593 -0.114
H -1.799 -3.363 -3.330
H -2.972 -1.721 -0.864
H -0.114 -2.919 -2.953
H 0.682 -3.219 3.591
H 1.711 -2.597 2.289
H -0.739 1.428 5.594
H 2.140 -2.951 0.134
H -3.562 -3.230 -1.588
H 0.356 1.707 2.810
H -1.723 -5.244 -0.321
H 1.135 -4.895 0.931
H 0.790 5.315 -0.484
H 0.098 4.448 -2.885
H 1.926 4.191 -2.385
H -2.375 2.376 -0.915
H -2.083 -2.300 2.300
H -1.618 -3.683 3.309
H 0.034 4.542 0.946
H 0.332 -1.628 2.893
H -1.417 -1.735 -2.806
H 3.432 1.048 -0.130
H -2.326 2.227 5.403
H -2.379 -3.974 1.739
H -2.608 4.063 -0.395
H 2.074 2.818 1.577
H 0.480 -5.160 2.551
H -1.814 2.899 0.692
H -3.044 -0.387 1.315
H -3.587 1.290 -7.506
H 2.796 5.104 -1.135
H -3.610 0.649 3.803
H -5.068 0.839 -5.486
H -1.136 1.504 -7.193
H 4.555 2.379 -0.586
H 1.375 -3.862 -1.128
H -0.841 2.993 4.756
H 3.268 -3.151 -2.559
H -1.558 4.838 -2.420
H -0.282 -5.103 -1.379
H -1.171 3.192 -2.989
H 3.807 -1.594 -4.449
H 3.630 1.567 -1.819
H -1.902 -5.146 -2.070
H -3.188 -3.173 0.145
H 2.657 0.616 -4.550
H -0.101 1.271 -4.930
H 3.659 3.471 1.147
H 2.230 4.500 0.998
H 1.236 2.297 -3.385
H -0.535 -5.483 1.151
H 3.633 3.915 -2.162
H -4.132 0.658 -3.326
*
```

## Properties
- HOMO-LUMO gap (alpha / beta) (eV) = 8.12 / 5.65
- ΔE to the lowest compared entry with this formula, charge and spin (kcal per mole) = 0.0
- molar mass (g/mol) = 705.8

2.
# C35H53N8O2Pd

C35H53N8O2Pd as an isolated structure (ωB97M-V/def2-TZVPD, OMol25).

The geometry in ORCA input format:
```
! RIJCOSX wB97M-V def2-TZVPD def2/J DEFGRID3
* xyz -1 3
Pd -0.750 0.084 -0.136
O -3.757 2.694 0.808
O -2.624 1.364 -0.604
N -4.141 -2.439 1.658
N -3.208 -0.565 2.638
N 1.505 -3.045 1.886
N 2.122 -0.774 1.400
N 2.827 0.241 -0.620
N -2.308 -1.309 0.633
N 0.362 -1.792 0.186
N 0.161 2.101 -0.635
C -0.894 -4.718 -2.559
C -0.108 -2.848 -0.550
C 3.106 -1.207 -3.172
C 1.585 -1.299 -3.305
C 0.684 -3.952 -0.898
C -5.535 -2.070 1.535
C 2.687 -3.856 2.004
C -3.814 -3.775 1.204
C 4.295 2.038 -1.445
C 4.171 0.883 -3.981
C 3.672 -2.271 -2.233
C 0.281 -3.668 2.325
C 3.270 -0.325 0.644
C 3.634 0.798 -1.623
C -2.312 0.568 2.729
C -2.491 -1.974 -0.595
C 4.868 2.651 -2.557
C 0.294 -4.856 -1.890
C -3.926 -2.576 -2.438
C -1.829 3.580 -0.290
C -3.662 -1.797 -1.301
C 5.614 2.384 0.718
C 4.793 2.107 -3.827
C -2.840 2.454 0.011
C 3.628 0.197 -2.900
C 1.468 -1.970 0.968
C 2.250 -0.569 2.829
C -3.181 -1.416 1.569
C 4.419 2.825 -0.142
C -0.394 3.244 0.102
C -3.743 -1.006 3.913
C -1.794 -3.694 -2.164
C -1.457 -2.822 -1.094
C -3.039 -3.541 -2.827
C 3.121 3.002 0.654
H 4.758 -2.170 -2.151
H 4.134 0.416 -4.960
H -3.766 -0.143 4.578
H 3.510 -1.451 -4.160
H 1.680 -4.027 -0.487
H 2.630 -4.783 1.408
H 2.416 3.614 0.087
H 0.227 4.136 -0.051
H -5.917 -2.324 0.538
H -0.542 -2.961 2.216
H 5.454 1.447 1.246
H -2.743 -3.947 1.300
H -5.648 -0.995 1.674
H -3.256 -4.193 -3.665
H 1.291 -2.336 -3.486
H 2.046 -0.311 -0.957
H 5.361 3.608 -2.418
H 1.313 -0.831 3.316
H 3.248 -2.234 -1.232
H 4.688 3.833 -0.471
H -4.356 -1.040 -0.962
H -1.177 -5.387 -3.362
H -4.338 -4.495 1.841
H -0.028 2.194 -1.628
H 5.835 3.151 1.464
H 3.553 -3.290 1.663
H 5.222 2.623 -4.676
H 0.367 -3.952 3.382
H -4.097 -3.960 0.162
H 1.234 -0.692 -4.144
H 0.980 -5.652 -2.163
H 1.167 2.047 -0.514
H -0.351 3.005 1.169
H 2.455 0.487 3.027
H 3.760 0.434 1.248
H 2.856 -4.145 3.049
H 3.446 -3.262 -2.632
H 2.623 2.064 0.886
H -2.127 4.481 0.247
H 3.047 -1.167 3.300
H -3.118 -1.779 4.377
H 0.028 -4.570 1.748
H 3.329 3.523 1.592
H 3.999 -1.138 0.467
H -6.147 -2.593 2.280
H -1.866 3.796 -1.363
H -1.428 0.315 3.330
H -1.974 0.864 1.744
H 1.037 -0.982 -2.413
H -2.840 1.408 3.180
H 6.498 2.259 0.090
H -4.757 -1.389 3.833
H -4.853 -2.430 -2.981
*
```

## Properties
- HOMO-LUMO gap (alpha / beta) (eV) = 4.67 / 6.60
- ΔE to the lowest compared entry with this formula, charge and spin (kcal per mole) = 3.7
- molar mass (g/mol) = 724.3

3.
# C35H54BaN6O10P2

C35H54BaN6O10P2 as an isolated structure (ωB97M-V/def2-TZVPD, OMol25).

The geometry in ORCA input format:
```
! RIJCOSX wB97M-V def2-TZVPD def2/J DEFGRID3
* xyz 0 1
Ba 0.997 -0.174 -1.472
P -1.024 -1.619 1.307
P -1.083 1.434 1.055
O -1.809 2.534 0.200
O -1.530 1.593 2.571
O 3.593 1.419 -0.200
O 0.434 -1.598 1.134
O 3.236 -1.156 0.235
O 3.464 0.156 -2.463
O -1.673 -2.854 0.586
O 0.371 1.512 0.820
O -1.559 -1.618 2.805
O 0.047 -2.611 -1.974
N 3.152 -1.020 2.489
N -1.649 -0.058 -2.813
N 0.485 -6.844 -3.797
N 5.497 0.808 -3.165
N 2.920 -3.092 -3.823
N -0.123 -3.812 -2.354
C 1.984 -3.677 -3.494
C 0.318 2.039 -2.979
C 0.144 -1.326 4.485
C 0.362 2.454 3.865
C -0.973 2.166 -3.531
C -2.731 0.821 -4.743
C -1.807 -2.903 4.785
C -3.204 2.915 0.022
C 0.634 -5.748 -3.479
C 1.026 3.253 -2.911
C 5.213 0.380 -4.529
C -2.418 -1.147 -2.919
C -2.033 2.816 4.540
C -3.382 -1.313 -3.893
C -2.915 -3.528 0.884
C -1.802 0.939 -3.701
C -1.838 -0.158 0.635
C 4.550 0.652 -2.223
C -1.058 2.703 3.389
C 3.451 1.040 1.142
C 3.052 -2.465 2.614
C -3.895 2.010 -0.979
C -4.092 -2.585 0.732
C 3.276 -0.483 1.254
C 6.839 1.282 -2.888
C 0.819 -4.394 -3.083
C 4.842 1.134 -0.801
C -0.798 -2.316 3.829
C -3.528 -0.302 -4.835
C -2.969 -4.703 -0.068
C 3.353 -0.244 3.698
C -0.781 4.554 -3.820
C -3.952 3.024 1.334
C 0.513 4.479 -3.316
C -1.523 3.390 -3.933
H 2.837 0.714 3.645
H 6.937 2.355 -3.069
H 4.011 -2.902 2.903
H 5.649 -0.600 -4.727
H 0.794 -0.873 3.737
H -4.946 3.428 1.135
H -1.291 -3.433 5.586
H -2.974 -4.351 -1.101
H -1.808 -0.242 -0.462
H 5.628 1.114 -5.221
H 5.470 2.029 -0.796
H -3.308 1.928 -1.890
H 4.140 0.310 -4.663
H -4.864 2.444 -1.230
H -3.870 -5.290 0.117
H 2.038 3.250 -2.504
H -4.245 -0.397 -5.641
H 2.724 -2.871 1.662
H 7.536 0.759 -3.542
H -3.971 -2.219 -3.930
H 2.553 1.532 1.517
H -5.024 -3.137 0.844
H -2.021 1.897 5.127
H -4.078 -1.801 1.493
H -2.851 -3.878 1.918
H 2.933 -0.797 4.537
H -4.070 2.054 1.818
H -2.471 -3.606 4.280
H -1.749 3.645 5.189
H -3.445 3.699 2.024
H 4.297 1.369 1.758
H 5.374 0.331 -0.280
H -4.074 1.010 -0.582
H -2.538 3.449 -4.315
H 1.040 2.349 3.023
H 4.412 -0.065 3.910
H 0.759 -1.831 5.232
H -0.224 -3.112 3.346
H -2.412 -2.109 5.227
H -0.432 -0.542 4.982
H -2.884 -0.157 0.946
H -3.109 3.907 -0.420
H -3.049 2.983 4.186
H 7.136 1.065 -1.864
H -1.205 5.505 -4.119
H 0.400 1.545 4.471
H -2.214 -1.932 -2.197
H -2.804 1.607 -5.481
H 1.111 5.381 -3.232
H -4.080 -2.127 -0.260
H 0.683 3.294 4.483
H -2.096 -5.341 0.057
H -1.090 3.606 2.773
H 2.314 -2.706 3.378
*
```

## Properties
- HOMO-LUMO gap (eV) = 6.92
- ΔE to the lowest compared entry with this formula, charge and spin (kcal per mole) = 12.0
- molar mass (g/mol) = 918.1

4.
# C35H54Cl10FN2O4P

A 6-piece molecular cluster, C35H54Cl10FN2O4P overall at a distorted geometry (ωB97M-V/def2-TZVPD, OMol25).

The geometry in ORCA input format:
```
! RIJCOSX wB97M-V def2-TZVPD def2/J DEFGRID3
* xyz 0 1
Cl 1.787 3.891 -0.942
Cl 2.254 -8.532 -0.569
Cl -5.516 6.968 3.473
Cl -0.530 -10.355 0.416
Cl 2.673 6.910 -2.471
Cl 2.532 -6.212 1.182
Cl 4.442 5.852 -4.542
Cl -3.765 7.453 1.220
Cl 4.474 4.260 0.137
Cl -2.266 -10.145 -1.923
P 1.929 -0.683 1.004
F 3.734 -0.229 3.152
O -3.870 3.827 3.050
O -1.561 0.974 -3.801
O -0.492 -0.214 -2.235
O -4.248 -5.223 -1.046
N 0.416 4.107 2.490
N -0.753 -3.777 -0.960
C 3.590 -1.031 1.980
C -1.937 4.415 1.566
C -4.232 3.877 0.702
C -4.348 8.082 2.755
C -3.833 4.061 -0.647
C -2.480 4.443 -0.861
C 1.053 -1.475 2.483
C -3.079 -3.096 -0.703
C -5.335 -1.806 -1.994
C 1.573 -2.763 -1.108
C 0.587 -3.685 -0.327
C -0.437 -1.324 2.581
C 0.547 0.313 -1.373
C -0.542 0.447 -3.447
C 3.459 7.228 -4.022
C -1.862 -3.751 0.014
C -1.579 4.612 0.207
C 3.518 3.939 -1.312
C 2.562 -1.895 -0.275
C -4.234 -1.055 -1.514
C -0.969 4.564 2.761
C 0.331 -0.284 0.072
C 1.899 -7.855 1.024
C -3.330 4.038 1.773
C -3.132 -1.683 -0.892
C -5.296 -3.204 -1.803
C 0.306 2.705 2.024
C -4.183 -3.828 -1.187
C 0.707 0.455 -4.370
C 5.778 -2.081 0.948
C -1.619 -1.053 2.622
C 4.893 -0.775 1.135
C -0.643 -10.526 -1.341
C 1.538 1.807 2.441
C 2.264 1.144 1.185
H 3.165 -2.654 0.271
H -6.172 -1.274 -2.462
H -0.564 2.257 2.557
H -2.695 -1.143 2.742
H -4.231 0.042 -1.617
H 0.429 -3.437 0.742
H 1.112 1.484 -4.353
H 0.727 4.649 1.682
H -4.872 -5.355 -0.316
H 6.690 -1.989 1.564
H -0.991 5.635 3.069
H 0.096 2.586 0.943
H 0.065 -9.847 -1.803
H -0.350 -1.142 -0.108
H 2.358 -8.482 1.782
H -4.819 9.046 2.592
H -4.330 4.658 3.282
H 2.696 7.415 -4.770
H 0.823 -7.832 1.163
H -2.344 -1.004 -0.537
H 3.189 -1.333 -1.001
H -1.680 -3.123 0.910
H 3.635 -2.088 2.344
H -2.199 -4.777 0.264
H -2.148 4.606 -1.897
H -3.509 8.191 3.435
H 1.279 -2.566 2.505
H 6.133 -2.053 -0.108
H 1.290 1.085 3.235
H 0.355 0.163 -5.376
H 0.997 -2.243 -1.898
H 2.256 2.523 2.901
H 2.228 -3.466 -1.680
H 4.100 8.097 -3.919
H 1.444 -1.101 3.455
H 1.429 -0.287 -3.984
H 1.946 1.780 0.329
H 0.994 -4.733 -0.343
H 4.701 -0.254 0.178
H 0.397 1.412 -1.332
H 5.545 -0.089 1.719
H 1.564 0.114 -1.777
H -5.288 3.602 0.863
H 3.334 1.421 1.313
H -4.526 3.912 -1.489
H -1.419 3.992 3.599
H 5.219 -3.011 1.148
H -0.405 -11.550 -1.608
H 3.701 4.721 -2.035
H -6.169 -3.775 -2.158
H 3.813 2.977 -1.723
H -0.928 -3.002 -1.597
H -0.542 4.918 0.009
H -0.300 0.490 0.563
*
```

## Properties
- HOMO-LUMO gap (eV) = 8.33
- molar mass (g/mol) = 971.3

Number 1: total energy -65912.370 eV. Number 2: total energy -56651.211 eV. Number 3: total energy -85863.761 eV. Number 4: total energy -185565.919 eV.